Entry 1:
33
Properties=species:S:1:pos:R:3 method="wB97M-V/def2-TZVPD" homo_lumo_gap_ev="9.53 / 5.77" largest_force_ev_per_a=1.82 multiplicity=2 de_lowest_kcal_mol=2.3 s2=0.7666 charge=+1
C 0.35 -0.36 0.82
C 1.17 -1.55 1.35
C -0.60 0.25 1.81
C -0.49 1.61 2.17
C -1.43 -0.59 2.60
C -1.20 2.13 3.22
C -2.28 -0.05 3.52
C -2.21 1.33 3.80
O -3.15 1.77 4.62
H 1.08 0.35 0.45
H -0.22 -0.61 -0.09
H 0.74 -1.96 2.27
H 0.24 2.22 1.65
H -1.45 -1.65 2.39
H -0.97 3.15 3.49
H -2.91 -0.76 4.04
H -2.96 2.71 4.88
H 2.13 -1.21 1.73
H 1.24 -2.34 0.60
C 0.75 -0.52 -2.85
C 1.80 -1.47 -3.39
C 1.40 0.86 -2.64
C -0.43 -0.29 -3.84
H 0.39 -0.97 -1.93
H 2.76 -1.43 -2.85
H 2.22 -1.10 -4.34
H 1.57 1.36 -3.59
H 0.67 1.50 -2.14
H 2.33 0.76 -2.08
H -0.72 -1.26 -4.25
H -1.24 0.29 -3.41
H -0.08 0.35 -4.65
H 1.48 -2.51 -3.34

***

Entry 2:
78
Properties=species:S:1:pos:R:3 method="wB97M-V/def2-TZVPD" homo_lumo_gap_ev="6.16 / 5.97" largest_force_ev_per_a=1.13 multiplicity=2 de_lowest_kcal_mol=32.9 s2=0.8189 charge=+1
Fe -0.14 -0.05 -0.10
C -2.90 -0.89 4.83
C -2.67 -1.93 3.95
C -1.70 -1.81 2.96
C -0.96 -0.65 2.86
C -1.18 0.39 3.75
C -2.15 0.27 4.74
N 0.03 -0.43 1.84
C 1.20 -1.08 1.99
C 1.57 -2.07 2.95
C 2.83 -2.58 2.99
C 3.86 -2.12 2.12
C 3.57 -1.16 1.21
C 2.25 -0.67 1.10
N 1.76 0.26 0.23
N 2.36 1.36 0.03
C 1.40 2.32 -0.34
C 1.80 3.61 -0.64
C 0.82 4.56 -0.85
C -0.51 4.19 -0.75
C -0.83 2.88 -0.45
N 0.11 1.94 -0.26
H -3.66 -0.98 5.60
H -3.25 -2.84 4.02
H -1.52 -2.64 2.28
H -0.59 1.30 3.66
H -2.31 1.09 5.43
H 0.82 -2.43 3.64
H 3.07 -3.35 3.72
H 4.85 -2.54 2.20
H 4.32 -0.76 0.54
H 2.85 3.83 -0.68
H 1.10 5.58 -1.09
H -1.31 4.91 -0.88
H -1.85 2.56 -0.35
C 0.04 -1.40 -2.94
N -0.12 -0.07 -2.32
C 0.89 0.81 -2.96
C -1.47 0.44 -2.69
C -2.50 0.20 -1.63
C -3.84 0.13 -1.97
C -4.81 0.14 -0.98
C -4.42 0.25 0.35
C -3.07 0.28 0.68
C -2.08 0.20 -0.29
H 0.01 -1.29 -4.03
H -0.76 -2.07 -2.63
H 1.00 -1.83 -2.67
H 0.77 0.76 -4.05
H 1.89 0.47 -2.70
H 0.75 1.84 -2.65
H -1.78 0.02 -3.65
H -1.37 1.52 -2.84
H -4.13 0.09 -3.02
H -5.86 0.08 -1.24
H -5.17 0.31 1.13
H -2.81 0.35 1.73
S -0.82 -6.64 -0.47
C -0.59 -4.89 -0.38
C 0.66 -4.28 -0.42
C 0.74 -2.91 -0.34
N -0.33 -2.11 -0.22
C -1.53 -2.70 -0.16
C -1.70 -4.07 -0.24
C 0.41 -7.06 -1.68
C 0.11 -7.00 -3.03
C 1.10 -7.33 -3.95
N 2.33 -7.72 -3.60
C 2.59 -7.80 -2.30
C 1.68 -7.49 -1.30
H 1.56 -4.86 -0.51
H 1.71 -2.44 -0.38
H -2.39 -2.05 -0.06
H -2.70 -4.48 -0.20
H -0.87 -6.69 -3.37
H 0.89 -7.29 -5.01
H 3.59 -8.13 -2.03
H 1.94 -7.59 -0.26

***

Entry 3:
53
Properties=species:S:1:pos:R:3 method="wB97M-V/def2-TZVPD" homo_lumo_gap_ev=9.33 largest_force_ev_per_a=1.20 smiles="CS(=O)(=O)NCc1nnc(SCC(=O)NC2CCCCC2)n1-c1ccc(F)cc1"
C 2.37 -2.88 2.44
S 3.96 -2.48 1.65
O 4.03 -3.18 0.40
O 4.99 -2.68 2.62
N 3.96 -0.86 1.27
C 3.29 -0.47 0.05
C 1.82 -0.71 0.11
N 1.06 -0.42 1.12
N -0.20 -0.78 0.83
C -0.20 -1.29 -0.37
S -1.55 -1.94 -1.24
C -2.88 -1.71 0.00
C -3.39 -0.26 -0.01
O -4.36 0.06 -0.65
N -2.66 0.55 0.77
C -2.87 1.99 0.83
C -2.93 2.45 2.28
C -3.14 3.96 2.36
C -2.01 4.68 1.62
C -1.95 4.23 0.17
C -1.75 2.72 0.09
N 1.07 -1.28 -0.89
C 1.46 -1.74 -2.17
C 0.85 -1.20 -3.30
C 1.20 -1.64 -4.55
C 2.17 -2.63 -4.66
F 2.52 -3.06 -5.88
C 2.79 -3.17 -3.55
C 2.43 -2.73 -2.29
H 1.96 -1.98 2.89
H 2.58 -3.63 3.19
H 1.70 -3.27 1.69
H 3.74 -0.28 2.07
H 3.74 -1.07 -0.75
H 3.50 0.59 -0.13
H -2.48 -2.01 0.97
H -3.67 -2.37 -0.32
H -1.80 0.20 1.18
H -3.83 2.18 0.33
H -3.75 1.93 2.79
H -2.00 2.17 2.78
H -3.17 4.27 3.40
H -4.09 4.21 1.90
H -2.18 5.76 1.67
H -1.06 4.47 2.11
H -1.13 4.73 -0.35
H -2.88 4.49 -0.34
H -1.73 2.39 -0.95
H -0.79 2.44 0.55
H 0.10 -0.43 -3.19
H 0.74 -1.24 -5.44
H 3.54 -3.94 -3.67
H 2.90 -3.14 -1.41

***

Entry 4:
147
Properties=species:S:1:pos:R:3 method="wB97M-V/def2-TZVPD" homo_lumo_gap_ev=8.20 largest_force_ev_per_a=4.30 smiles="CCOCCc1cnc2c([PH2]=O)c(B(N)O)ccc2n1.O=S1(=O)OCCO1.O=S1(=O)OCCO1.O=S1(=O)OCCO1.O=S1(=O)OCCO1.O=S1(=O)OCCO1.O=S1(=O)OCCO1.O=S1(=O)OCCO1.O=S1(=O)OCCO1.O=S1(=O)OCCO1.O=S1(=O)OCCO1"
C 3.74 -3.11 0.07
C 2.92 -2.73 -1.24
O 3.39 -1.54 -1.89
C 3.05 -0.35 -1.18
C 1.72 0.36 -1.67
C 0.40 -0.31 -1.11
C 0.34 -0.91 0.26
N -0.73 -1.50 0.85
C -1.82 -1.42 -0.02
C -3.13 -1.98 0.48
P -3.15 -2.78 2.17
O -2.80 -4.25 1.96
C -4.38 -1.93 -0.29
B -5.76 -2.52 0.34
N -7.00 -1.72 0.42
O -5.85 -3.82 0.91
C -4.37 -1.33 -1.67
C -3.09 -0.79 -2.17
C -1.83 -0.82 -1.36
N -0.69 -0.26 -1.93
H 3.78 -2.29 0.83
H 3.17 -3.96 0.55
H 4.78 -3.45 -0.15
H 3.10 -3.58 -1.96
H 1.80 -2.73 -1.06
H 3.08 -0.47 -0.05
H 3.89 0.38 -1.39
H 1.74 1.44 -1.39
H 1.71 0.35 -2.81
H 1.28 -0.87 0.87
H -4.44 -2.76 2.78
H -2.15 -2.23 3.03
H -7.76 -2.40 0.56
H -7.21 -1.24 -0.48
H -5.25 -4.44 0.46
H -5.30 -1.27 -2.28
H -3.13 -0.35 -3.20
O -6.92 1.40 -0.92
S -7.54 0.70 -1.98
O -7.33 -0.70 -2.22
O -7.27 1.50 -3.35
C -8.52 1.86 -3.96
C -9.49 2.00 -2.80
O -9.14 0.95 -1.89
H -8.82 1.05 -4.63
H -8.42 2.78 -4.53
H -10.53 1.89 -3.12
H -9.36 2.95 -2.29
O -1.20 -10.07 3.78
S -2.06 -9.18 4.51
O -2.28 -9.31 5.91
O -3.49 -9.14 3.76
C -3.80 -7.80 3.38
C -2.45 -7.13 3.16
O -1.61 -7.67 4.19
H -4.35 -7.33 4.20
H -4.41 -7.79 2.48
H -2.51 -6.05 3.23
H -2.03 -7.41 2.19
O 4.22 4.74 0.30
S 4.04 3.82 -0.78
O 3.49 2.52 -0.59
O 5.44 3.68 -1.57
C 5.26 4.05 -2.94
C 4.12 5.06 -2.93
O 3.21 4.57 -1.94
H 4.99 3.16 -3.50
H 6.17 4.48 -3.35
H 3.63 5.14 -3.90
H 4.47 6.04 -2.61
O 5.04 -10.39 5.93
S 4.27 -11.42 5.29
O 4.72 -12.77 5.21
O 3.87 -10.91 3.82
C 2.44 -10.90 3.68
C 1.91 -10.67 5.08
O 2.79 -11.41 5.93
H 2.13 -11.88 3.30
H 2.13 -10.13 2.99
H 0.89 -11.00 5.20
H 1.99 -9.61 5.36
O -9.02 5.76 -1.15
S -9.76 4.90 -0.28
O -11.05 4.40 -0.61
O -9.82 5.58 1.18
C -9.24 4.70 2.15
C -8.21 3.89 1.38
O -8.82 3.64 0.11
H -10.03 4.06 2.54
H -8.79 5.27 2.96
H -7.97 2.95 1.87
H -7.30 4.46 1.21
O 4.78 8.37 -6.14
S 5.53 8.21 -4.94
O 5.84 6.94 -4.39
O 4.85 9.11 -3.80
C 5.80 10.06 -3.30
C 6.75 10.32 -4.45
O 6.90 9.05 -5.09
H 6.33 9.60 -2.46
H 5.30 10.97 -2.96
H 7.71 10.71 -4.13
H 6.31 11.01 -5.18
O 11.30 -10.43 7.56
S 10.53 -11.46 6.93
O 10.98 -12.80 6.85
O 10.13 -10.95 5.45
C 8.71 -10.94 5.31
C 8.18 -10.71 6.71
O 9.05 -11.45 7.57
H 8.40 -11.92 4.93
H 8.40 -10.16 4.62
H 7.15 -11.04 6.83
H 8.25 -9.65 6.99
O 3.43 12.16 0.20
S 3.13 11.30 -0.88
O 3.74 11.43 -2.16
O 1.53 11.26 -1.07
C 1.06 9.91 -0.94
C 2.06 9.23 -0.01
O 3.33 9.77 -0.39
H 1.07 9.45 -1.93
H 0.05 9.89 -0.54
H 2.05 8.15 -0.12
H 1.87 9.49 1.03
O -10.63 -1.76 -5.90
S -11.37 -2.63 -5.04
O -12.66 -3.11 -5.37
O -11.43 -1.94 -3.58
C -10.86 -2.83 -2.61
C -9.83 -3.65 -3.38
O -10.43 -3.89 -4.65
H -11.65 -3.46 -2.22
H -10.40 -2.26 -1.80
H -9.59 -4.59 -2.88
H -8.91 -3.08 -3.54
O 8.84 7.77 -3.05
S 8.47 8.35 -1.81
O 7.13 8.37 -1.33
O 9.06 9.86 -1.76
C 9.93 10.01 -0.64
C 10.50 8.62 -0.40
O 9.41 7.73 -0.65
H 9.33 10.34 0.21
H 10.71 10.74 -0.85
H 10.87 8.49 0.62
H 11.30 8.39 -1.10